{"formula": "C49H80N8O4S3Si5SnTe", "method": "ωB97M-V/def2-TZVPD", "elements": ["Sn", "C", "C", "N", "C", "C", "N", "C", "C", "C", "C", "C", "N", "C", "C", "N", "C", "C", "N", "C", "C", "C", "N", "C", "C", "H", "H", "H", "H", "H", "H", "H", "H", "H", "H", "H", "H", "C", "C", "S", "C", "C", "S", "H", "H", "H", "H", "H", "H", "C", "C", "C", "C", "O", "Si", "O", "O", "C", "C", "C", "C", "O", "C", "C", "C", "C", "H", "H", "H", "H", "H", "H", "H", "H", "H", "H", "H", "H", "H", "H", "H", "H", "H", "H", "H", "H", "H", "H", "H", "H", "H", "H", "H", "C", "Si", "C", "C", "Si", "Te", "Si", "C", "C", "C", "Si", "C", "C", "C", "H", "H", "H", "H", "H", "H", "H", "H", "H", "H", "H", "H", "H", "H", "H", "H", "H", "H", "H", "H", "H", "H", "H", "H", "H", "H", "H", "C", "C", "C", "C", "N", "C", "S", "N", "C", "H", "H", "H", "H", "H", "H", "H", "H"], "coordinates": [[0.994746, -0.528406, 0.210054], [0.920066, -1.221695, 5.343136], [1.328321, -0.834031, 4.074040], [0.569088, -0.070262, 3.308208], [-0.638666, 0.259207, 3.761172], [-1.074410, -0.227835, 4.993274], [-0.292068, -0.933080, 5.802416], [-1.473869, 1.184291, 2.932428], [-2.703700, 1.651025, 3.391170], [-3.410161, 2.571611, 2.629042], [-2.851060, 2.984851, 1.429894], [-1.627492, 2.455995, 1.037952], [-0.962856, 1.574728, 1.770235], [-0.956542, 2.934725, -0.200526], [-1.672869, 3.548084, -1.231010], [-1.067610, 4.061816, -2.288357], [0.256197, 3.906229, -2.351940], [0.963182, 3.254300, -1.358730], [0.357010, 2.789487, -0.269517], [-4.698298, 3.141827, 3.095403], [-4.985167, 3.297214, 4.448330], [-6.184637, 3.875769, 4.826628], [-7.108231, 4.304183, 3.968052], [-6.837395, 4.136511, 2.673618], [-5.668958, 3.569781, 2.193934], [1.573559, -1.792493, 5.992844], [2.261908, -1.175658, 3.646870], [-2.078330, -0.047068, 5.353787], [-3.123025, 1.284525, 4.315833], [-3.338933, 3.735226, 0.824225], [-2.751334, 3.622355, -1.198276], [0.756720, 4.308664, -3.225386], [2.031881, 3.090566, -1.424972], [-4.272771, 2.996169, 5.204588], [-6.415696, 4.008467, 5.878231], [-7.601178, 4.470024, 1.980612], [-5.531677, 3.436863, 1.129401], [3.719668, -0.132229, -3.865824], [2.671023, -0.450621, -2.821559], [2.982019, 0.252055, -1.230728], [1.628841, -1.243251, -3.118723], [1.489476, -1.841449, -4.503990], [0.338148, -1.674620, -2.005682], [4.336792, 0.702954, -3.538653], [3.264597, 0.131424, -4.823296], [4.383796, -0.986790, -4.038202], [2.437028, -2.251807, -4.862629], [1.155340, -1.093951, -5.231065], [0.753121, -2.644477, -4.489652], [2.119942, -5.516676, 3.990607], [1.388638, -5.175347, 2.692119], [0.685034, -6.410675, 2.143381], [0.370381, -4.067320, 2.917871], [2.354187, -4.790481, 1.722295], [3.111342, -3.343117, 1.474202], [2.208039, -2.145248, 1.005258], [4.357692, -3.704543, 0.444604], [4.317933, -4.317491, -0.831428], [4.172979, -5.829850, -0.669323], [3.166598, -3.743658, -1.643636], [5.648480, -3.983598, -1.496342], [3.892871, -3.014304, 2.917980], [5.098607, -2.293041, 3.115101], [5.176636, -1.083512, 2.185270], [5.100130, -1.835575, 4.572307], [6.279563, -3.231801, 2.873398], [1.400921, -5.695013, 4.793251], [2.773641, -4.690550, 4.270297], [2.732247, -6.411914, 3.857319], [0.121155, -6.905323, 2.936920], [1.425454, -7.109858, 1.749515], [-0.006077, -6.122997, 1.351294], [-0.509257, -4.452167, 3.435531], [0.047589, -3.653699, 1.963747], [0.808315, -3.264649, 3.509968], [3.272572, -6.051758, -0.096736], [5.030890, -6.234461, -0.127258], [4.109581, -6.312303, -1.647313], [2.207575, -3.995153, -1.190908], [3.189020, -4.124106, -2.668709], [3.227028, -2.656168, -1.667115], [6.475704, -4.327599, -0.871925], [5.734458, -2.903667, -1.624538], [5.720247, -4.462222, -2.475557], [4.280709, -0.469236, 2.286000], [5.228490, -1.398156, 1.143408], [6.052894, -0.476830, 2.423879], [4.317930, -1.097164, 4.747134], [6.060803, -1.384767, 4.830114], [4.924647, -2.690223, 5.228176], [6.244623, -3.599452, 1.849563], [6.214628, -4.085762, 3.550579], [7.226644, -2.714734, 3.042510], [-5.446780, 4.318728, -1.792249], [-5.022431, 3.795111, -3.566992], [-3.769684, 5.037705, -4.225193], [-6.581484, 4.120701, -4.598019], [-4.429366, 1.521256, -3.732990], [-3.188172, 0.426932, -1.915110], [-3.256127, 1.420287, -5.751089], [-2.828488, -0.290534, -6.410871], [-1.594641, 2.266022, -5.497351], [-4.173211, 2.303996, -7.159506], [-6.505286, 0.435646, -3.764961], [-6.322157, -1.437132, -3.806158], [-7.357385, 0.866285, -2.137160], [-7.754759, 0.838397, -5.138119], [-6.370213, 4.902201, -1.767670], [-4.649140, 4.929573, -1.363367], [-5.582014, 3.445675, -1.148969], [-4.114983, 6.055579, -4.021291], [-3.645154, 4.933143, -5.304552], [-2.795745, 4.904782, -3.751902], [-6.682783, 5.189791, -4.804219], [-7.479554, 3.790292, -4.073263], [-6.548708, 3.595388, -5.553855], [-2.131398, -0.781574, -5.731236], [-2.336688, -0.186712, -7.381817], [-3.699409, -0.937923, -6.534332], [-1.009783, 1.699178, -4.769392], [-1.708405, 3.274789, -5.100065], [-1.026918, 2.323807, -6.430278], [-5.194265, 1.928784, -7.261348], [-3.662887, 2.158051, -8.114813], [-4.241098, 3.377097, -6.973679], [-5.644422, -1.764500, -3.016758], [-5.919326, -1.781579, -4.761612], [-7.292828, -1.915574, -3.651856], [-6.667229, 0.693045, -1.309222], [-8.254007, 0.262924, -1.973768], [-7.648360, 1.920063, -2.115416], [-7.297136, 0.792095, -6.129108], [-8.167377, 1.838614, -5.018654], [-8.582278, 0.124707, -5.116956], [-3.107584, -3.034122, -4.114819], [-2.451160, -3.723095, -2.969266], [-1.623128, -4.798481, -3.075854], [-1.082582, -5.316541, -1.883631], [-1.420290, -4.886819, -0.689276], [-2.285874, -3.840486, -0.574240], [-2.833418, -3.242464, 0.885426], [-2.739623, -3.261207, -1.741828], [-0.062389, -6.411879, -1.967912], [-2.564538, -3.223158, -5.038339], [-3.153978, -1.958948, -3.925931], [-4.130095, -3.402025, -4.223700], [-1.348754, -5.193249, -4.042657], [-3.222498, -2.358493, -1.665508], [-0.409842, -7.215733, -2.619857], [0.158223, -6.799996, -0.978948], [0.858505, -6.008486, -2.391206]], "atomic_forces_ev_per_a": [[0.4, -0.7, -0.4], [0.0, -0.1, 0.0], [0.0, -0.1, 0.0], [-0.1, 0.3, 0.0], [0.0, 0.0, 0.0], [0.0, 0.0, 0.1], [0.0, 0.0, 0.0], [-0.1, 0.0, 0.0], [-0.1, -0.1, 0.0], [0.0, 0.0, 0.0], [-0.1, 0.0, 0.0], [0.0, 0.1, -0.1], [0.1, 0.1, 0.3], [0.0, 0.0, 0.1], [0.1, 0.1, 0.0], [0.1, 0.0, -0.1], [-0.1, 0.0, 0.0], [0.0, 0.0, 0.0], [0.1, 0.0, 0.0], [0.0, 0.0, 0.0], [0.0, 0.0, 0.0], [0.0, 0.0, 0.0], [0.0, 0.0, 0.0], [0.0, 0.0, 0.1], [0.0, -0.1, 0.0], [0.0, 0.0, 0.0], [0.1, 0.0, 0.0], [0.0, 0.0, 0.0], [0.0, 0.1, 0.0], [0.0, 0.0, 0.0], [0.0, 0.0, 0.0], [0.0, 0.0, 0.0], [0.0, 0.0, 0.0], [0.0, 0.0, 0.0], [0.0, 0.0, 0.0], [0.0, 0.0, 0.0], [0.0, 0.0, 0.0], [0.0, 0.0, 0.1], [0.0, 0.0, 0.0], [0.0, 0.0, 0.0], [0.0, 0.0, 0.0], [0.0, 0.0, 0.1], [0.0, 0.1, 0.0], [0.0, 0.0, 0.0], [0.0, 0.0, 0.0], [0.0, 0.0, 0.0], [0.0, 0.0, 0.0], [0.0, 0.0, 0.0], [0.0, 0.0, 0.0], [0.0, 0.0, 0.0], [0.0, 0.0, 0.1], [0.0, 0.0, 0.0], [0.0, 0.0, 0.0], [0.1, 0.1, -0.1], [0.3, 0.0, 0.0], [-0.3, 0.2, 0.1], [0.0, -0.1, 0.3], [-0.1, 0.0, -0.2], [0.0, 0.0, 0.1], [0.1, -0.1, 0.0], [0.0, 0.0, 0.0], [-0.2, 0.0, 0.0], [0.1, 0.1, 0.0], [-0.1, 0.0, 0.0], [0.0, 0.0, 0.0], [0.0, 0.0, 0.0], [0.0, 0.0, 0.0], [0.0, 0.0, 0.0], [0.0, 0.0, 0.0], [-0.1, 0.0, 0.0], [0.0, 0.0, 0.0], [0.0, 0.0, -0.1], [0.0, 0.0, 0.1], [-0.1, 0.0, 0.0], [0.0, 0.0, 0.0], [0.0, 0.0, 0.0], [0.0, 0.0, 0.0], [0.0, 0.0, 0.0], [-0.1, 0.0, 0.0], [0.0, 0.0, 0.0], [0.0, 0.0, 0.0], [0.0, 0.0, 0.0], [0.0, 0.0, 0.0], [0.0, 0.0, 0.0], [0.0, 0.0, 0.0], [0.0, 0.0, 0.0], [0.0, 0.0, 0.0], [-0.1, 0.0, 0.0], [0.0, 0.0, 0.0], [0.0, 0.0, 0.0], [0.0, 0.0, 0.0], [0.0, 0.0, 0.0], [0.0, 0.0, 0.0], [0.0, -0.1, 0.1], [-0.1, 0.1, 0.0], [0.1, -0.1, 0.1], [0.0, -0.1, 0.0], [0.0, -0.2, 0.0], [-0.2, 0.2, 0.0], [0.2, 0.1, -0.2], [-0.1, -0.1, 0.1], [0.0, 0.0, 0.0], [-0.1, 0.0, 0.1], [-0.2, 0.0, 0.1], [0.1, 0.0, 0.0], [0.0, 0.1, 0.0], [0.1, 0.1, -0.1], [0.0, 0.0, 0.0], [0.0, 0.0, 0.0], [0.0, 0.0, 0.0], [-0.1, 0.0, 0.0], [0.0, 0.0, 0.0], [0.0, 0.0, 0.0], [0.0, 0.0, 0.0], [0.0, 0.0, 0.0], [0.0, 0.0, 0.0], [0.0, 0.0, 0.0], [0.0, 0.0, 0.0], [0.0, 0.0, 0.0], [0.0, 0.0, 0.0], [0.0, 0.1, 0.0], [0.0, 0.0, 0.0], [0.0, 0.0, 0.0], [0.0, 0.0, 0.0], [0.0, 0.1, 0.0], [0.0, 0.0, 0.0], [0.0, 0.0, 0.0], [0.0, 0.0, 0.0], [0.0, 0.0, 0.0], [0.0, 0.0, 0.0], [0.0, 0.0, 0.0], [0.0, 0.0, 0.0], [0.0, 0.1, 0.0], [0.0, 0.0, 0.0], [0.1, 0.0, 0.0], [-0.1, 0.0, -0.1], [0.0, 0.0, 0.0], [0.0, 0.0, 0.1], [0.0, 0.0, 0.0], [-0.1, 0.1, 0.1], [0.1, -0.1, -0.1], [0.0, 0.2, 0.1], [0.0, 0.0, 0.1], [0.0, 0.0, 0.0], [0.0, 0.0, 0.0], [0.0, 0.0, 0.0], [0.0, 0.0, 0.0], [0.0, -0.1, 0.1], [0.0, 0.0, 0.0], [0.0, 0.0, 0.1], [0.1, 0.0, 0.0]], "mulliken_charge": [0.1592, -0.5293, -0.6944, -0.0106, 0.3496, -0.4685, -0.7043, 0.4063, -0.9369, 0.8857, -0.6413, -0.5681, 0.0881, 0.8637, 0.0757, -0.3778, -0.6763, -0.3692, -0.4014, 0.4123, -0.5772, -0.3724, -0.6966, -0.2716, -0.6771, 0.4841, 0.6657, 0.4352, 0.2740, 0.8771, -0.1178, 0.4274, 0.4945, 0.4301, 0.3631, 0.4046, 0.7478, -1.7419, 0.9835, -0.4886, 0.1423, -1.9229, 0.4558, 0.4346, 0.3107, 0.2697, 0.3475, 0.3009, 0.2032, -1.7837, 2.0638, -1.6468, -1.1400, 1.0334, -3.0508, 2.9851, -0.1693, 2.1911, -1.7025, -0.9791, -2.2587, -0.0242, 1.6451, -1.0294, -1.7853, -1.6011, 0.3904, 0.0885, 0.3797, 0.4378, 0.3818, 0.0805, 0.6479, -0.2631, 0.0509, 0.0991, 0.3454, 0.4312, -0.3430, 0.7831, -0.2101, 0.4433, 0.3636, 0.4060, -0.0036, 0.1169, 0.5415, 0.2915, 0.4103, 0.3422, -0.0036, 0.3163, 0.4793, -0.9732, 0.5833, -0.9928, -1.3210, -0.0764, -0.3037, 0.2577, -0.7135, -0.7561, -1.0258, 0.4185, -0.9856, -1.0708, -1.0918, 0.5806, 0.5078, -0.2796, 0.4039, 0.2443, 0.1828, 0.3908, 0.3182, 0.3286, -0.1499, 0.4783, 0.2471, 0.0215, 0.1540, 0.4707, 0.2382, 0.3966, 0.2333, 0.1611, 0.2590, 0.4384, 0.1975, 0.4368, 0.2361, 0.2583, 0.3008, 0.3793, -0.7922, 1.0366, -1.0737, 1.1216, -0.2724, -0.3675, -0.3954, 0.4270, -1.2270, 0.4554, -0.2526, 0.2761, 0.4258, -0.3493, 0.4679, 0.1854, 0.1517], "total_energy_ev": -157255.22809, "multiplicity": 1, "de_lowest_kcal_mol": 0.0, "charge": -2, "e_homo_ha": -0.063}